100
Properties=species:S:1:pos:R:3:forces:R:3:mulliken_charge:R:1 method="wB97M-V/def2-TZVPD" gap_ev=6.91 charge=+1
C 6.84934 0.04668 0.35597 -0.2 -0.4 -0.1 -1.4991
C 5.43637 -0.15815 0.91021 0.4 -0.4 0.1 0.7914
O 5.52413 -0.95774 2.09493 -0.3 0.1 -0.2 -0.6063
C 4.48306 -0.84472 -0.09365 0.0 -0.1 0.3 -0.6253
O 3.35253 -0.08628 -0.55685 0.5 0.2 0.0 -0.3228
C 3.49209 0.95843 -1.45865 -1.0 -0.4 -0.1 1.0945
C 4.66561 0.94666 -2.40739 0.3 0.0 -0.2 -1.1840
C 4.51654 0.01394 -3.63026 0.1 -0.2 0.2 -1.0869
C 3.88279 -1.35954 -3.37063 0.0 0.1 -0.6 -0.4284
Br 3.00738 -1.95772 -5.02114 0.0 0.0 0.3 -0.1752
C 2.10053 1.05892 -2.16331 -0.5 -0.3 0.3 -0.5651
O 1.53856 2.34814 -1.91343 0.4 -0.1 0.2 -0.1636
C 2.56218 3.19486 -1.48724 -0.6 0.5 -0.9 -0.2261
C 2.04127 4.43290 -0.79863 -0.5 -0.1 0.4 -1.0403
C 1.41202 4.19170 0.56778 0.4 -0.3 -0.1 -0.8288
O 0.44049 3.16181 0.46898 -0.1 0.2 0.0 0.1088
C -0.58321 3.19718 1.43110 -0.1 0.0 0.0 -1.1058
C -0.55461 1.93600 2.30950 -0.1 0.3 0.3 0.8226
F 0.72386 1.46566 2.41810 -0.1 -0.1 0.0 -0.2476
F -0.96850 2.27503 3.55417 0.0 -0.1 -0.2 -0.3249
C -1.47128 0.77294 1.86514 0.0 -0.3 -0.3 0.7390
F -1.66602 -0.09838 2.89100 0.2 0.4 0.1 -0.3685
F -2.66980 1.28037 1.52379 0.2 0.0 0.1 -0.3247
C -0.97108 -0.12519 0.70540 -0.4 -0.3 0.1 0.5589
F -2.06525 -0.82268 0.30128 0.3 0.1 -0.2 -0.3402
F -0.53308 0.61622 -0.33075 -0.1 0.1 0.2 -0.1378
C 0.12441 -1.15223 1.10626 0.2 0.0 -0.3 0.1817
F -0.45315 -2.21779 1.69352 0.0 0.1 0.0 -0.2708
F 0.71942 -1.57305 -0.04294 -0.1 0.0 0.1 -0.2445
N 3.41093 2.28510 -0.63926 0.3 0.7 -0.4 -0.0449
Br 5.00034 3.20704 -0.18307 0.0 -0.2 0.3 0.1507
H 7.11367 -0.82008 -0.26056 0.0 0.1 0.0 0.3937
H 7.55719 0.06901 1.17950 0.0 0.3 0.0 0.3895
H 6.95417 0.93897 -0.25761 0.1 0.1 0.1 0.2864
H 4.99300 0.77504 1.26161 0.1 0.0 -0.1 0.1203
H 5.74495 -1.86206 1.84370 0.1 0.0 0.1 0.3765
H 4.01479 -1.66999 0.44339 -0.1 0.1 -0.1 0.3336
H 5.03334 -1.28779 -0.92670 0.0 0.2 -0.1 0.2068
H 5.60094 0.72768 -1.89196 -0.2 0.0 0.2 0.2137
H 4.78419 1.96108 -2.79826 0.0 0.0 0.0 0.4137
H 3.97099 0.52582 -4.42067 -0.1 0.0 0.1 0.5620
H 5.51813 -0.15438 -4.02718 -0.1 0.1 -0.1 0.6255
H 3.09849 -1.37540 -2.62194 0.1 0.0 0.1 0.1106
H 4.63116 -2.12170 -3.17795 -0.1 0.0 0.2 0.4252
H 1.44568 0.33953 -1.67329 0.1 0.0 0.0 0.1936
H 2.09927 0.81734 -3.22613 0.4 0.3 -0.1 0.2389
H 3.13870 3.50305 -2.36870 0.5 -0.2 0.3 0.3410
H 2.80629 5.19702 -0.66728 0.1 -0.1 -0.2 0.5440
H 1.28414 4.85229 -1.46595 0.1 0.0 -0.1 0.4411
H 0.98153 5.13230 0.91560 0.0 0.0 0.1 0.5957
H 2.18898 3.87444 1.28270 -0.1 0.2 0.1 0.1556
H -1.54553 3.29589 0.92477 0.0 -0.1 0.0 0.3159
H -0.49353 4.04269 2.11768 0.2 0.0 0.0 0.5458
H 0.88760 -0.73449 1.76211 -0.1 0.0 0.0 0.3233
H 2.88019 2.08684 0.21767 0.1 -0.1 0.1 0.6717
O 3.20020 7.16666 0.13954 0.0 0.0 0.3 -0.6067
H 3.24746 8.09116 -0.14397 0.0 0.0 -0.3 0.3218
H 3.19551 7.21190 1.10117 0.1 0.0 0.0 0.2818
O 2.81008 -3.36390 -8.16383 0.1 0.1 0.0 -0.6050
H 3.11423 -4.27160 -8.06488 0.0 0.0 0.0 0.3241
H 2.42578 -3.13905 -7.31132 -0.1 -0.1 -0.1 0.2453
O 2.91773 9.42416 -1.72431 -0.1 0.0 0.1 -0.6368
H 3.27384 10.23712 -2.09641 0.1 0.0 0.0 0.3067
H 1.96998 9.47584 -1.88517 0.0 0.0 0.0 0.3162
O 7.07915 2.47466 2.56571 -0.1 0.0 0.0 -0.5727
H 6.72238 1.89059 3.24384 0.0 0.0 0.0 0.3140
H 7.92227 2.77049 2.92457 0.0 0.0 0.0 0.2930
O -4.40133 -1.37736 3.11219 0.0 -0.2 -0.1 -0.6312
H -4.08287 -2.27239 2.93677 0.0 0.0 0.0 0.3800
H -3.61860 -0.83434 2.98266 -0.1 0.1 0.1 0.2325
O -1.51995 3.26742 -1.89549 0.1 0.0 0.1 -0.6740
H -0.60875 3.01344 -1.70509 0.0 -0.1 0.0 0.2896
H -2.00072 2.43542 -1.94616 0.0 0.0 -0.1 0.3211
O -6.44267 -4.08620 2.48988 -0.1 0.1 0.2 -0.5335
H -5.71067 -4.63587 2.19453 0.0 0.0 -0.1 0.2778
H -6.03199 -3.25151 2.73808 0.0 0.0 0.0 0.2879
O -8.45545 -1.46950 3.46024 0.2 0.0 0.1 -0.6270
H -8.17360 -2.37437 3.28307 -0.1 -0.1 0.1 0.3185
H -7.66642 -0.93603 3.31340 0.0 0.0 -0.1 0.3097
O 5.92599 -0.71268 -6.55197 0.0 0.0 0.1 -0.5892
H 5.23419 -1.35834 -6.37050 -0.1 0.0 -0.1 0.2742
H 6.08198 -0.78040 -7.49911 0.0 0.0 0.0 0.3139
O -3.26153 -3.56549 1.36046 0.0 0.1 0.2 -0.6492
H -2.50691 -4.15691 1.27848 0.0 0.0 0.0 0.3118
H -2.90891 -2.68970 1.16772 0.0 -0.1 -0.2 0.3015
O -8.06061 -1.47379 6.77733 0.1 0.0 0.0 -0.6493
H -8.77659 -2.11605 6.77983 0.0 0.0 0.0 0.3137
H -7.94622 -1.26404 5.84340 -0.1 0.0 -0.1 0.3501
O -9.51717 -4.71663 3.21220 0.2 0.0 0.0 -0.6399
H -9.91057 -4.02207 2.67212 -0.1 0.0 0.0 0.3332
H -8.62858 -4.82407 2.84509 0.1 0.1 0.0 0.2754
O -10.07092 -6.15102 0.67680 0.0 -0.1 -0.1 -0.6584
H -10.39234 -6.13114 1.58498 0.0 0.1 0.0 0.3046
H -9.14067 -6.39290 0.77090 0.0 -0.1 0.0 0.3804
O -7.52192 -7.09794 1.92442 0.0 0.1 0.1 -0.6438
H -7.86550 -7.11147 2.82514 0.0 0.0 0.0 0.3187
H -6.59741 -7.34603 2.01335 0.0 -0.1 -0.1 0.2903
O -10.44022 -6.10218 -2.20665 0.0 -0.1 0.0 -0.6431
H -10.39117 -5.14300 -2.18641 0.0 0.0 0.0 0.3065
H -10.51664 -6.34792 -1.27354 0.0 0.1 0.0 0.3551